ORCA calculation (ωB97M-V/def2-TZVPD) on a molecular structure, C3H9N2O2S at a distorted geometry.

Geometry as ORCA input:
```
! wB97M-V def2-TZVPD RIJCOSX def2/J DEFGRID3
* xyz 1 1
C -1.2965 -0.6792 0.4491
C -1.3175 -2.0088 0.0022
C 1.6810 1.1374 -0.4422
N 0.5888 0.9934 0.2062
N 2.9360 0.6968 -0.2628
O -1.8402 1.6793 0.9125
O -3.0640 0.2279 -0.4569
S -1.5309 0.7817 -0.3636
H -2.0083 -2.4273 0.6797
H -1.5915 -2.4546 -0.9463
H -0.4688 -2.5413 0.4068
H 1.4633 1.7727 -1.4022
H -3.7877 0.7508 -0.7664
H 0.5711 0.4287 1.0161
H 3.5731 1.4375 -0.5863
H -1.0644 2.1339 1.3270
H 3.1245 0.3385 0.6312
*
```

Calculated values
energy = -21154.9863 eV
max |F| = 0.073 Eh/bohr
energy relative to the best compared isomer or geometry (same formula, charge and spin) = 134.8 kcal/mol
Kohn-Sham gap = 7.950 eV

ORCA calculation (ωB97M-V/def2-TZVPD) on a gas-phase ion, C7H7N2 (charge +1) at a distorted geometry.

Geometry as ORCA input:
```
! wB97M-V def2-TZVPD RIJCOSX def2/J DEFGRID3
* xyz 1 3
C 1.5414 -1.0582 0.1352
C -2.3610 0.6235 0.1143
C -2.1360 -0.8084 0.0084
C -1.2011 1.4826 0.0486
C -0.9156 -1.3387 -0.0797
C 0.0290 0.8393 0.0945
C 2.9689 0.8359 -0.0919
N 0.1518 -0.5296 0.1010
N 2.6026 -0.3801 0.2190
H 1.5617 -2.1942 0.1914
H -3.3890 0.9901 0.1274
H -3.0070 -1.4373 -0.1347
H -1.2593 2.6127 -0.0049
H -0.6836 -2.4379 -0.2486
H 2.3506 1.4203 -0.8038
H 3.7468 1.3801 0.3238
*
```

Calculated values
expectation value of S² = 2.048
energy = -10340.6281 eV
max |F| = 0.071 Eh/bohr
energy relative to the best compared isomer or geometry (same formula, charge and spin) = 47.4 kcal/mol
Kohn-Sham gap (spin up / spin down) = 6.772 / 8.265 eV